Here is a structure of composition C12H24F3NO9P2S2Tb at a distorted geometry from the OMol25 dataset. Energies are from ωB97M-V/def2-TZVPD.

The geometry in XYZ format:
```
54
Properties=species:S:1:pos:R:3:forces:R:3
Tb -6.3035 2.3026 -1.1557 -7.64 12.58 -5.19
S -4.8460 -0.4853 2.2458 -0.31 0.06 -0.10
S -1.5097 -2.1664 1.0796 0.17 0.50 0.10
P -4.0695 1.4048 -1.0447 5.69 -1.21 1.75
P -3.4129 0.7070 1.8070 -0.52 -0.94 0.14
F -3.8922 -3.6609 0.4211 -0.19 -0.11 0.60
F -4.5125 -2.7007 -1.3837 -0.37 0.19 -0.45
F -2.8650 -4.0800 -1.4064 0.39 -0.42 -0.25
O -5.5431 0.5449 -0.9102 1.31 -3.42 0.72
O 4.1628 -1.0290 1.0267 -0.15 0.77 0.40
O -3.7295 1.2510 -2.5415 -0.53 -0.61 -0.69
O -1.5930 -1.8550 -1.5581 -0.08 0.39 -0.31
O -0.7263 0.8938 0.7948 -0.32 -0.47 0.33
O -3.2478 -0.8190 -0.5023 -0.43 -0.02 0.01
O 4.1186 1.0040 -2.3651 0.21 -0.46 0.03
O 1.0341 0.3967 1.9413 -0.15 -0.25 0.15
O 3.1630 2.3809 -0.9166 -0.51 -0.10 0.80
N -4.2012 2.9578 -0.7057 -0.73 -1.57 -0.12
C 2.8516 -1.2264 1.5482 0.10 0.36 -0.06
C 1.7365 2.5231 -0.9825 0.32 -0.07 0.18
C -2.4481 -1.9570 -0.4766 0.49 -0.57 0.22
C 0.6695 0.9172 0.6972 0.79 0.28 -0.06
C -1.4833 0.9951 -0.3637 -0.05 0.61 0.15
C 2.3810 0.0843 2.1772 -0.05 0.13 0.07
C 3.7571 2.1025 -2.0921 0.24 -0.19 -0.44
C 4.7078 -1.8772 0.1238 0.28 -0.58 -0.30
C 6.1359 -2.2755 0.5767 -0.01 0.45 -0.12
C -3.4599 -3.1383 -0.7047 0.00 0.23 0.00
C -2.8841 0.4450 -0.0513 -0.17 0.58 0.41
C 1.2162 2.3195 0.4253 -0.21 -0.13 -0.21
H -3.5435 3.1573 0.0439 -0.01 0.58 0.06
H 6.3538 -3.2143 0.0997 0.04 -0.47 -0.16
H 1.4624 3.4850 -1.3845 0.02 0.51 -0.09
H 1.3518 1.7686 -1.6582 -0.21 -0.32 -0.28
H 3.8853 2.9629 -2.7373 0.09 0.39 -0.36
H 6.8575 -1.5468 0.2589 0.33 0.31 -0.09
H -3.8274 2.0403 1.8078 0.47 0.41 -0.06
H 0.4635 3.0548 0.6600 -0.38 0.23 0.18
H 4.8756 -1.2555 -0.7751 0.03 0.21 -0.31
H 2.0391 2.5126 1.0874 0.36 0.18 0.41
H 6.1583 -2.3453 1.6475 0.02 -0.26 0.47
H 3.0628 0.8650 1.8732 0.21 0.40 -0.26
H 2.9812 -1.9863 2.3097 0.01 -0.47 0.29
H 4.0622 -2.7092 -0.1030 -0.33 -0.30 -0.10
H -2.2547 0.6713 2.5694 0.26 0.10 -0.01
H -1.5831 2.0501 -0.6228 -0.04 0.39 -0.21
H -0.8445 -2.4355 -1.4015 0.23 -0.23 -0.19
H -3.5889 0.3369 -2.8606 0.02 -0.02 -0.22
H -1.5472 -3.4943 1.0662 -0.18 -0.37 0.07
H 2.2119 -1.6148 0.7717 -0.29 -0.22 -0.36
H -6.2103 0.9629 -0.2652 1.76 -6.27 3.48
H -1.0475 0.5166 -1.2280 0.16 -0.50 -0.26
H 2.4671 0.0005 3.2443 -0.01 0.03 0.49
H 1.0079 0.2576 -0.1067 -0.09 -0.35 -0.27
```
Positions in Å, forces in eV/Å.

Summary:
Gap between HOMO and LUMO (spin up / spin down) ... 0.2623 / 0.1806 Ha
HOMO level (spin up / spin down) ... -16.95 / -16.95 eV
<S²> ... 12.81
Net charge ... +3
E_LUMO (spin up / spin down) ... -9.813 / -12.034 eV
Spin multiplicity ... 7
F_max ... 15.60 eV/A